# 1
116
Properties=species:S:1:pos:R:3:mulliken_charge:R:1 method="wB97M-V/def2-TZVPD" energy_ha=-2762.482647 smiles="CCOC(=O)OC.CCOC(=O)OC.CCOC(=O)OC.CCOC(=O)OC.CCOC(C)=O.CCOC(C)=O.CCOC(C)=O.CCOC(C)=O" molar_mass_g_mol=768.84
O -22.18995 9.04009 -1.09251 -0.2850
O -11.66012 6.20374 -0.74193 -0.5866
O -16.08049 17.46454 -7.55364 -0.2116
O -18.02253 18.07021 -8.51082 -0.5518
O -19.18806 11.24128 -4.52343 -0.6725
O -17.48041 6.82973 -4.62217 -0.3623
O -23.73271 10.04996 -2.35626 -0.2411
O -12.46322 7.28196 -2.71616 -0.3194
O -20.75031 20.73115 -2.18052 -0.2716
O -14.93109 11.44967 -6.66062 -0.3988
O -15.99592 18.99878 -9.04683 -0.3273
O -22.66821 20.55174 -3.44294 -0.5543
O -23.69762 7.70570 -2.12779 -0.5973
O -15.74902 11.40250 0.28143 -0.3339
O -16.95103 5.33770 -3.18609 -0.3684
O -16.79610 10.53847 -7.62251 -0.5699
O -18.32379 12.81829 -3.07194 -0.2550
O -18.18457 7.06082 -2.47304 -0.4270
O -22.14812 18.99467 -1.86532 -0.3845
O -15.30961 9.21383 0.06395 -0.5008
C -21.49245 7.93621 -0.50839 -0.4602
C -14.92629 12.47755 -4.57096 -0.7268
C -16.05145 10.11557 0.41306 0.7249
C -14.50882 8.56967 -3.10388 -0.5360
C -13.52098 7.98815 -2.04614 -0.4316
C -18.51647 15.10159 -3.05206 -1.0507
C -18.67127 11.56124 -3.44530 0.4702
C -21.92074 20.18492 -2.55623 0.7142
C -11.61672 6.45979 -1.99055 0.7028
C -20.39952 22.01463 -2.50164 -0.6670
C -18.47434 3.82895 -2.05924 -1.0981
C -16.82224 18.19748 -8.43284 0.6710
C -14.67049 11.87170 -0.43854 0.0577
C -14.65284 9.87957 -8.44252 -1.1196
C -17.43085 9.94443 1.08046 -0.9999
C -24.42186 11.30434 -4.22697 -1.0887
C -20.21384 17.77483 -1.25349 -0.9502
C -18.53358 13.90169 -3.92553 0.7609
C -17.08920 4.54371 -2.02031 -0.2093
C -21.38118 18.55146 -0.78123 -0.3384
C -10.55802 5.91660 -2.91791 -1.0145
C -16.50408 19.90508 -10.00764 -0.6413
C -16.68442 16.43316 -6.74258 -0.3022
C -23.23625 8.84927 -1.93988 0.7153
C -18.23689 7.92235 -5.09754 -0.6181
C -15.86237 12.05635 -5.70905 0.8318
C -15.57578 10.65530 -7.53226 0.8091
C -15.66354 16.00444 -5.66453 -0.9159
C -14.92724 13.30771 -0.84416 -0.8480
C -17.56542 6.46420 -3.32059 0.8100
C -18.36779 10.53088 -2.34941 0.9010
C -24.76438 10.07938 -3.30177 -0.2374
H -19.44737 15.19197 -2.49227 0.1952
H -16.85660 19.30375 -10.84563 0.3076
H -16.42610 12.89377 -6.12017 0.0151
H -19.17170 10.36345 -1.63261 0.3446
H -19.34706 18.35154 -1.57630 0.3057
H -14.01995 13.59805 -1.37390 0.3763
H -11.11821 5.44896 -3.72760 0.2970
H -9.88811 5.16150 -2.50664 0.3148
H -19.34956 4.47598 -2.11793 0.2587
H -14.97801 16.73757 -5.23948 0.4761
H -15.45702 12.89349 -3.71457 -0.0917
H -13.17362 8.66989 -1.26981 0.3284
H -25.21584 11.43602 -4.96206 0.3735
H -14.19739 13.21940 -4.89726 0.3785
H -15.06574 13.93935 0.03330 0.4185
H -17.59561 8.78735 -5.26679 0.1449
H -21.24076 22.70776 -2.50243 0.3127
H -17.45035 10.84009 -1.84861 -0.5794
H -19.60880 22.32683 -1.81945 0.2388
H -21.50413 7.04425 -1.13479 0.3563
H -17.54825 16.72834 -6.14695 0.2982
H -15.30686 9.20477 -2.71932 0.0028
H -9.98533 6.80072 -3.19799 0.2725
H -16.28089 3.82513 -1.88474 0.3655
H -15.80646 13.21230 -1.48133 -0.1439
H -16.11992 15.52380 -4.79919 0.1132
H -14.14623 9.14202 -7.82004 0.2465
H -13.82393 11.84931 0.24771 0.4610
H -18.59957 3.29778 -1.11569 0.3823
H -17.79801 9.00356 0.67050 0.2037
H -15.15759 9.39556 -9.27861 0.3233
H -20.54962 17.04141 -1.98660 0.2542
H -21.13660 19.39991 -0.14217 0.3192
H -18.37718 16.01680 -3.62745 0.4954
H -15.62954 20.51570 -10.23219 0.2242
H -17.02409 15.65199 -7.42265 0.3651
H -19.47334 13.88871 -4.47758 0.3925
H -17.03394 5.22559 -1.17173 0.2297
H -14.05189 7.24738 -1.44823 0.3009
H -24.37853 12.23907 -3.66795 0.2869
H -17.70442 13.92942 -4.63251 -0.6437
H -24.88267 9.16874 -3.88901 0.3402
H -14.97975 15.35723 -6.21376 0.2148
H -19.07137 8.24590 -4.47540 0.2790
H -18.76647 7.63851 -6.00697 0.3589
H -14.40298 11.17991 -1.23727 -0.1044
H -20.05717 22.01821 -3.53648 0.2790
H -14.35420 11.63684 -4.17851 0.2345
H -18.49829 3.20176 -2.95039 0.3159
H -17.35459 9.84924 2.16361 0.3918
H -18.20542 9.55311 -2.80296 -0.5438
H -19.77052 17.20375 -0.43775 0.4576
H -18.07184 10.78812 0.82467 0.3258
H -22.08073 17.98691 -0.16478 0.3206
H -17.70571 14.94977 -2.33952 0.0932
H -17.29257 20.56222 -9.64083 0.3078
H -13.85935 10.49857 -8.86121 0.3449
H -20.43983 8.21372 -0.45284 -0.0233
H -13.93527 9.13341 -3.83964 0.2966
H -23.46105 11.26245 -4.73999 0.2940
H -14.99330 7.79864 -3.70295 0.3824
H -25.65807 10.35532 -2.74207 0.2503
H -21.83282 7.77775 0.51491 0.3339
H -16.53378 11.35308 -5.21638 -0.3665

---

# 2
120
Properties=species:S:1:pos:R:3:mulliken_charge:R:1 method="wB97M-V/def2-TZVPD" energy_ha=-3062.458704 molar_mass_g_mol=832.84
O 1.30995 4.76073 -5.83097 -0.3195
O -3.32679 0.83255 3.73592 -0.5358
O 0.59662 -0.13647 2.12383 -1.1142
O 0.08920 4.48038 -4.08688 -0.2895
O 4.51256 0.76340 -2.83445 -0.3215
O 0.88003 -0.25592 -0.10999 -0.1192
O 2.83673 2.21727 -3.49150 -0.4906
O -1.44604 -4.64397 -2.19160 -0.2131
O 4.75321 -2.59636 1.08050 -0.4766
O 0.32215 -2.11964 0.87400 0.8720
O 1.10039 2.72411 0.58388 -0.6360
O -4.08009 -5.34231 4.64777 -0.5931
O 3.60938 0.54709 -4.79042 -0.3905
O -3.53848 -3.57702 3.32103 0.0660
O 1.81416 5.97744 -3.99991 -0.6105
O -2.58802 0.51928 1.61374 -0.5185
O -3.13464 -3.47660 5.33673 -0.2642
O -0.40378 4.51984 0.44239 -0.1124
O 3.15304 -2.03005 2.40571 -0.4096
O -1.39723 -5.88928 -3.94259 -0.3549
O -0.87870 2.79313 1.75422 -0.0930
O -3.06746 2.52996 2.23175 -0.1825
O -0.54573 -3.80765 -4.05216 -0.5807
O 2.94584 -1.50065 0.17110 -0.4527
C 2.51207 0.44150 -5.66634 -0.5098
C 4.84658 1.38605 -1.61199 -0.6610
C -1.11985 -4.70042 -3.45763 0.7591
C 3.55970 1.23707 -3.62690 0.8072
C 5.65264 -2.31308 0.04409 -0.8812
C -0.24593 4.70290 -2.71261 -0.9434
C 2.22689 5.46666 -6.69067 -0.7048
C 0.24520 1.42699 -1.72174 -0.9348
C 0.29350 5.54057 -0.18716 -0.1469
C -3.65349 -4.24066 4.45148 0.5789
C -2.15683 -3.58811 -0.41640 0.5780
C -1.06078 3.57926 -2.28873 -0.3089
C 3.51581 -2.05000 1.13019 0.5943
C -3.97608 -2.94595 1.08843 -0.5739
C 4.37108 0.65758 -0.30722 1.9428
C 0.63019 -0.77942 1.02630 0.8460
C 0.42372 6.61693 0.82283 -1.7185
C 1.14529 5.18295 -4.58400 0.7742
C 2.18340 -1.13165 2.81612 1.8771
C 0.06538 3.34560 0.91754 0.5057
C 2.20326 -1.25796 4.31985 -1.8437
C -0.25706 -2.86464 1.93773 -2.3419
C -4.18215 -4.03102 2.18056 -0.8760
C -3.14615 1.20826 2.63973 0.3756
C -0.60246 1.61884 2.54128 -0.8395
C -3.45188 3.61155 3.14421 -0.9420
C -2.43124 -1.46340 0.23364 0.3706
C 0.86344 1.09141 -0.37310 0.6901
C -0.99447 -3.62496 -1.37296 -0.9730
C -2.02989 -6.94348 -3.25346 -0.6092
C -2.43237 -0.89462 1.65098 -0.7550
C -2.95338 -3.93400 6.67149 -0.7723
H -2.89480 -2.84601 0.99389 -0.2131
H -4.37344 -1.95508 1.30841 0.7463
H -1.00387 -2.69142 -1.93554 0.3449
H -0.73584 5.66829 -2.58577 0.7964
H 3.30037 0.55425 -0.48327 -0.7702
H 0.01564 2.49208 -1.75308 -0.3139
H -4.52058 -3.17432 0.17219 0.2813
H 2.26511 4.91656 -7.63090 0.2279
H -1.24410 3.81093 -1.23953 -0.1839
H -1.49097 -1.27878 -0.28588 -1.1034
H 1.23518 5.24820 -0.65175 0.5325
H -0.63169 -2.19043 2.70791 1.3863
H 3.16425 5.41905 -6.13643 0.3137
H 2.20287 -2.31309 4.59333 0.3232
H -3.11696 -6.86534 -3.27041 0.2530
H -1.59748 -7.85350 -3.66940 0.2948
H 4.54228 2.43018 -1.53927 0.3630
H 0.30341 1.65670 0.37182 -0.2308
H -2.42404 -4.57660 -0.04277 0.1545
H 2.72725 -0.11229 -6.58019 0.2665
H -3.60042 -4.87243 1.80408 0.3252
H -3.22239 -1.04569 -0.38902 0.8136
H -0.57526 2.63102 -2.51940 0.0894
H -1.95457 -4.36908 6.70585 0.3065
H 0.90234 7.47141 0.34443 0.4388
H -1.37088 1.51906 3.30788 0.2177
H 1.07923 6.39659 1.66536 0.3836
H 5.93562 1.35592 -1.64662 0.4406
H -1.16444 -3.43000 1.72524 0.6189
H 5.00611 -2.27247 -0.83253 0.3881
H -3.58502 4.55384 2.61275 0.3276
H 0.55707 -3.49597 2.29372 0.5590
H 6.24072 -1.40518 0.17825 0.2480
H 2.41601 -0.11479 2.49989 0.3473
H -0.47642 6.90619 1.36522 0.3112
H 0.97873 1.21881 -2.50065 -0.0819
H -2.92029 -2.95441 -0.86769 0.8322
H -1.57848 -1.26068 2.22103 -0.1245
H 1.99414 6.52841 -6.77195 0.3199
H 6.37489 -3.08384 -0.22492 0.3121
H 2.32668 1.47100 -5.97267 0.1715
H -3.26658 -1.25562 2.25254 1.3589
H 1.32388 -0.79065 4.76303 0.3327
H -2.00622 -3.06611 0.52855 -1.2012
H 0.01055 -3.85010 -1.01608 0.4153
H 1.57982 0.04419 -5.26490 0.2504
H -0.65152 0.70054 1.95612 0.4085
H 4.58521 1.33101 0.52269 0.3162
H -0.64793 0.80223 -1.73131 0.4045
H -2.59861 -2.53762 0.15541 -0.9251
H -2.05809 3.42649 -2.70120 0.6045
H -2.76130 3.96955 3.90778 0.3217
H 0.32179 1.66636 3.11712 0.4663
H -5.18808 -4.42414 2.32771 0.5948
H -1.70398 -7.02136 -2.21625 0.2558
H 0.65584 4.91595 -2.13857 0.2081
H 3.09965 -0.71566 4.62067 0.4514
H -0.17910 5.87569 -1.11044 0.3895
H -4.25447 3.31434 3.81922 0.3912
H 1.89280 1.44092 -0.29329 0.2050
H -3.03325 -3.14325 7.41744 0.2640
H 1.18520 -1.50995 2.59570 -0.9055
H 4.80468 -0.34099 -0.25283 -0.8683
H -3.75667 -4.55895 7.06171 0.3244